{"formula": "C35H51KN8O6PTe2", "method": "ωB97M-V/def2-TZVPD", "symbols": ["K", "N", "C", "N", "C", "N", "N", "C", "C", "C", "C", "C", "C", "N", "C", "C", "C", "C", "C", "C", "H", "H", "H", "H", "H", "H", "H", "H", "H", "H", "H", "C", "C", "C", "C", "O", "H", "H", "H", "H", "H", "H", "H", "H", "H", "C", "Te", "C", "C", "C", "C", "C", "C", "C", "H", "H", "H", "H", "H", "H", "H", "H", "C", "C", "O", "P", "O", "Te", "O", "C", "C", "H", "H", "H", "H", "H", "H", "H", "H", "H", "H", "C", "N", "C", "C", "N", "N", "C", "C", "H", "H", "H", "H", "H", "H", "H", "H", "H", "H", "H", "H", "H", "O", "O"], "positions_angstrom": [[-1.184167, -0.345372, 0.190921], [2.028776, -0.244914, -4.694971], [1.353983, -0.674283, -3.563885], [1.970635, -1.251525, -2.562990], [3.340618, -1.173464, -2.483477], [4.001520, -1.352659, -1.388078], [3.285423, -1.498200, -0.227528], [2.569044, -2.531495, -0.082902], [1.785228, -2.771359, 1.151162], [1.197339, -4.019144, 1.325031], [0.503082, -4.278950, 2.494105], [0.388804, -3.275200, 3.437317], [0.963707, -2.043539, 3.151766], [1.655647, -1.789865, 2.045972], [4.103588, -0.895771, -3.716074], [5.477358, -1.079512, -3.818140], [6.142585, -0.822519, -5.004552], [5.422801, -0.370906, -6.109170], [4.056512, -0.178060, -6.025059], [3.391257, -0.443610, -4.827187], [1.480415, -0.062653, -5.518232], [0.321976, -0.951474, -3.736558], [2.505237, -3.288356, -0.866300], [1.283496, -4.766636, 0.546346], [0.035813, -5.242620, 2.655686], [-0.181351, -3.407769, 4.345147], [0.838313, -1.211796, 3.836707], [6.011509, -1.420925, -2.941331], [7.212587, -0.966830, -5.073919], [5.932070, -0.164233, -7.042208], [3.492750, 0.181147, -6.878639], [-2.467954, -0.762799, -4.415827], [-2.719866, -0.520247, -2.912409], [-2.782915, -1.905832, -2.225488], [-4.075729, 0.183259, -2.753293], [-1.715940, 0.262613, -2.377292], [-3.327993, -1.220555, -4.915288], [-1.606239, -1.423472, -4.555839], [-2.255783, 0.198181, -4.891554], [-3.551204, -2.533721, -2.688278], [-3.036543, -1.846264, -1.160002], [-1.815214, -2.407424, -2.333971], [-4.903524, -0.423289, -3.137556], [-4.052918, 1.131957, -3.296144], [-4.263397, 0.392691, -1.699499], [-0.178749, 3.215474, -3.198822], [0.503432, 1.423516, -2.234379], [2.437124, 2.384579, -2.341212], [2.189217, 3.840660, -2.650242], [3.192253, 4.797963, -2.508981], [2.946757, 6.135774, -2.776646], [1.682939, 6.533755, -3.193928], [0.678510, 5.589069, -3.336369], [0.916889, 4.242708, -3.066175], [-1.103381, 3.532637, -2.719727], [-0.400164, 2.997853, -4.244435], [3.045154, 1.908106, -3.115265], [2.958376, 2.275959, -1.388701], [4.175081, 4.483451, -2.175830], [3.736976, 6.866271, -2.653020], [1.478424, 7.577506, -3.398574], [-0.312356, 5.897571, -3.650530], [-3.797883, -4.528781, 2.741312], [-4.627905, -3.283563, 2.966035], [-3.901394, -2.353064, 3.802685], [-2.823227, -1.325747, 3.283758], [-2.056484, -1.802122, 2.116691], [-5.340900, -0.044083, 1.495768], [-1.899573, -1.343466, 4.594146], [-2.433003, -1.007546, 5.881092], [-2.233873, -2.177613, 6.819416], [-4.349115, -5.216116, 2.096032], [-3.574123, -5.036023, 3.682170], [-2.859824, -4.265875, 2.252274], [-5.542383, -3.499147, 3.515615], [-4.887639, -2.797771, 2.028243], [-3.489948, -0.749558, 5.803114], [-1.898936, -0.123121, 6.232004], [-2.766349, -3.051091, 6.442409], [-2.615100, -1.932567, 7.812789], [-1.174133, -2.423044, 6.904194], [3.389888, 2.428524, 3.997436], [3.215646, 1.969375, 2.633450], [3.955424, 0.762048, 2.319818], [1.992396, 2.164583, 2.000220], [1.363891, 1.327000, 1.272234], [1.465264, 3.453468, 2.174218], [0.127671, 3.646735, 1.637885], [2.347867, 4.566952, 1.856946], [3.218116, 1.611019, 4.710778], [2.688511, 3.228102, 4.217236], [4.408984, 2.796310, 4.146426], [4.999217, 0.914627, 2.601875], [3.905447, 0.543432, 1.255416], [3.569770, -0.115931, 2.850816], [1.763756, 0.390232, 1.338292], [0.119060, 3.637027, 0.540747], [-0.244766, 4.609603, 1.991032], [-0.533435, 2.857013, 1.984581], [3.364473, 4.349331, 2.172661], [2.004077, 5.467794, 2.369314], [2.358248, 4.772152, 0.776785], [-3.104135, 0.240830, 3.343987], [-3.626997, 0.900717, 2.144812]], "forces_ev_per_a": [[0.00, 0.36, -0.10], [-0.13, -0.17, -0.06], [0.47, -1.04, -0.58], [0.01, 0.09, 0.16], [-0.15, 0.03, 0.23], [0.16, -0.08, -0.16], [-0.17, 0.16, 0.15], [0.01, -0.02, 0.05], [0.08, -0.13, -0.27], [0.00, -0.06, 0.00], [-0.08, 0.00, 0.07], [0.01, 0.01, -0.05], [0.05, 0.01, -0.07], [-0.06, 0.02, 0.12], [0.04, -0.02, -0.03], [0.11, 0.01, -0.03], [-0.07, 0.02, -0.01], [-0.02, -0.01, 0.03], [-0.02, 0.00, -0.02], [0.08, 0.14, 0.03], [0.01, 0.13, 0.02], [-0.17, 0.38, 0.16], [0.01, -0.06, 0.05], [0.04, -0.01, 0.02], [0.01, 0.00, -0.01], [0.00, 0.01, 0.01], [0.00, 0.00, 0.01], [-0.03, -0.01, 0.01], [0.00, 0.00, 0.00], [0.00, 0.00, 0.00], [0.02, 0.00, -0.01], [-0.05, 0.02, 0.03], [-0.01, 0.08, -0.12], [-0.07, 0.05, -0.08], [0.00, -0.06, -0.04], [0.11, -0.25, 0.39], [0.02, -0.02, 0.00], [0.01, 0.02, -0.02], [-0.01, -0.01, -0.01], [0.04, -0.05, 0.01], [-0.02, 0.15, -0.10], [0.00, 0.01, 0.03], [-0.01, 0.03, 0.00], [0.00, 0.00, 0.01], [-0.01, 0.00, 0.00], [0.00, -0.05, 0.05], [-0.25, 0.53, -0.11], [-0.02, 0.16, 0.12], [0.01, -0.10, 0.01], [0.00, 0.04, -0.01], [0.01, -0.02, 0.01], [-0.01, -0.02, 0.00], [0.01, 0.01, 0.00], [-0.03, -0.01, 0.04], [0.00, 0.01, -0.02], [-0.01, -0.02, 0.00], [0.00, 0.03, -0.02], [0.02, -0.04, -0.01], [0.00, 0.00, 0.00], [-0.01, 0.01, 0.00], [0.00, 0.00, 0.00], [0.00, 0.00, 0.00], [0.02, 0.00, 0.01], [0.22, -0.03, 0.08], [-0.75, 0.19, -0.11], [1.56, -0.49, 0.19], [-0.38, 0.07, -0.03], [-0.13, 0.20, -0.13], [0.07, 0.10, 0.04], [0.00, -0.03, 0.01], [-0.01, 0.02, -0.02], [0.02, -0.02, 0.02], [-0.02, 0.01, 0.00], [-0.02, 0.00, -0.03], [-0.03, 0.02, -0.01], [0.00, 0.06, -0.01], [0.00, -0.01, -0.02], [0.00, 0.01, -0.01], [0.00, 0.00, 0.02], [0.01, -0.02, 0.00], [0.00, 0.00, 0.01], [-0.01, -0.02, -0.02], [0.06, -0.02, -0.04], [-0.03, 0.04, 0.03], [-0.16, 0.34, -0.19], [-0.03, -0.44, 0.14], [0.02, -0.07, 0.05], [0.03, 0.00, -0.01], [-0.01, -0.01, -0.01], [-0.01, 0.00, 0.01], [0.00, 0.00, 0.00], [0.00, -0.01, 0.01], [0.00, 0.00, 0.00], [0.00, 0.00, 0.00], [0.01, -0.01, 0.00], [0.09, 0.04, 0.03], [0.00, 0.00, 0.00], [-0.01, 0.00, -0.01], [-0.01, 0.01, 0.02], [0.00, 0.01, 0.00], [-0.01, 0.00, 0.00], [0.01, -0.01, 0.00], [-0.66, 0.24, 0.02], [0.22, -0.43, 0.07]], "mulliken_charge": [1.0413, 0.2834, -0.5717, -0.2301, 0.4508, -0.9934, 0.1619, -0.4813, 0.7868, -0.9110, -0.2029, -0.8138, -0.3857, 0.1635, 0.8159, -0.3902, -0.7278, -0.3911, -0.8612, -0.0083, 0.2696, -0.0616, 0.2732, 0.3973, 0.4724, 0.3045, 0.5655, 0.5115, 0.4004, 0.3850, 0.3801, -1.8216, 1.5283, -1.4597, -1.5470, -0.4634, 0.4323, 0.3464, 0.3004, 0.4221, 0.1445, 0.2627, 0.3611, 0.3374, 0.1916, -1.4985, 0.6741, -1.1422, 0.4977, -0.4674, -0.6257, -0.5501, -0.7836, 0.8115, 0.5244, 0.4882, 0.4043, 0.3586, 0.4558, 0.3881, 0.3851, 0.4506, -0.8890, -0.0843, -0.3302, 0.4481, -0.1222, -0.2555, -0.2133, -0.3328, -1.1517, 0.4311, 0.2758, 0.0539, 0.3029, 0.0375, 0.2944, 0.3397, 0.2275, 0.4090, 0.2622, -1.2013, 0.2554, -0.8055, 0.4119, 0.3416, 0.0391, -0.6706, -1.1371, 0.3312, 0.4105, 0.3001, 0.3605, 0.1327, 0.2554, -0.5870, 0.1014, 0.2857, 0.2384, 0.4028, 0.3367, 0.2810, -0.3224, -0.5025], "mol_weight_g_mol": 1005.11, "orbital_gap_ha": 0.2266, "total_energy_ev": -101529.5591, "homo_ev": -4.0, "total_charge": -1, "fmax_ha_per_bohr": 0.032}


{"formula": "C3H6N2", "method": "ωB97M-V/def2-TZVPD", "symbols": ["C", "N", "N", "C", "C", "H", "H", "H", "H", "H", "H"], "positions_angstrom": [[2.030609, 0.163169, -0.023154], [0.885143, -0.613796, 0.203391], [-0.199989, -0.068126, -0.442239], [-1.608675, -0.506380, -0.028999], [-1.069008, 0.857708, 0.218756], [2.221521, 1.199624, -0.606065], [2.926422, -0.257126, 0.343939], [-1.705650, -1.180363, 0.931673], [-2.140876, -0.710369, -1.061913], [-1.321326, 1.773701, -0.311252], [-0.893723, 0.861011, 1.375934]], "forces_ev_per_a": [[-4.20, -1.09, -0.25], [5.29, 3.98, -1.18], [-1.74, -0.66, -0.07], [0.62, -1.15, -1.74], [0.26, -0.18, 2.89], [-1.35, -2.50, 1.20], [0.72, -0.51, 0.64], [0.06, 1.25, -2.40], [0.57, 0.10, 2.77], [-0.13, -0.17, 0.31], [-0.11, 0.95, -2.17]], "nbo_charge": [-0.1345, -0.2295, -0.2893, -0.2832, -0.2719, 0.1805, 0.1747, 0.2225, 0.2238, 0.2125, 0.1945], "mol_weight_g_mol": 70.09, "orbital_gap_ha": 0.3568, "total_energy_ev": -6184.1604, "homo_ev": -8.9, "smiles": "C=NN1CC1", "total_charge": 0, "fmax_ha_per_bohr": 0.131}